(1)
Formula: C3H10N2O
Source: the OMol25 dataset
Level of theory: ωB97M-V with the def2-TZVPD basis set

Computed properties:
* total charge: -1
* expectation value of S²: 0.7533
* multiplicity: 2
* energy above the lowest of the compared OMol25 structures with the same formula, charge and spin: 2.7204 eV
* total energy: -8296.943 eV
* E_HOMO (alpha / beta): -1.7 / -2.6 eV
* Kohn-Sham gap (alpha / beta): 0.2134 / 0.2439 Ha

CARTESIAN COORDINATES (ANGSTROEM)
C1 -0.27863 0.58919 0.61815
O1 -0.61153 -0.76968 0.94068
C2 1.21559 0.86013 0.88147
N1 1.50781 2.28306 0.60347
H1 -0.46470 1.14014 -0.31295
H2 -0.81795 1.15133 1.41648
H3 1.42949 0.56584 1.91676
H4 1.79990 0.25810 0.18044
H5 0.81620 2.91698 0.98223
H6 2.40549 2.50628 1.02658
C3 -1.53464 -2.36329 -1.55309
N2 -0.96293 -1.06310 -1.64443
H7 -1.47376 -2.92165 -0.61334
H8 -2.11289 -2.78505 -2.38295
H9 -0.09332 -1.61494 -1.86949
H10 -0.82415 -0.75334 -0.19002

=====

(2)
Formula: C16H22MnN2
Source: the OMol25 dataset
Level of theory: ωB97M-V with the def2-TZVPD basis set

Computed properties:
* expectation value of S²: 3.8515
* multiplicity: 4
* total energy: -51241.886 eV
* E_HOMO (alpha / beta): -7.5 / -7.6 eV
* Kohn-Sham gap (alpha / beta): 0.2965 / 0.2781 Ha

CARTESIAN COORDINATES (ANGSTROEM)
C1 1.41825 -1.07916 -1.13706
C2 0.41578 -2.07276 -0.82576
C3 0.22025 -2.07043 0.57831
C4 1.08805 -1.11434 1.15325
C5 1.83718 -0.50336 0.09048
Mn1 -0.16820 -0.17476 -0.29992
N1 0.36400 1.56355 0.10559
C6 -0.73413 1.00414 -1.65582
C7 -1.46177 -0.22608 -1.68872
H1 -0.41859 -2.77346 1.13692
H2 -0.06933 -2.74798 -1.55849
H3 1.23820 -0.92187 2.23269
H4 2.66886 0.21204 0.22740
H5 1.83121 -0.86097 -2.13903
H6 -1.17414 -0.89785 -2.55955
H7 -1.41667 1.90783 -1.60090
H8 1.03860 2.14878 -0.49062
H9 -2.56013 -0.10863 -1.39787
H10 0.02921 1.20693 -2.46156
C8 0.11667 0.82934 4.11375
N2 0.23318 1.44556 2.81541
C9 1.41401 2.25593 2.57610
C10 -0.99891 1.93924 2.23194
C11 -1.99864 0.81276 2.04739
C12 -3.13420 0.80615 2.89183
C13 -4.01772 -0.27392 2.85421
C14 -3.78770 -1.31912 1.95776
C15 -2.67734 -1.25993 1.08790
C16 -1.80482 -0.17899 1.10678
H11 1.02699 1.01885 4.68952
H12 -0.00212 -0.26576 4.00522
H13 -0.75677 1.20316 4.67524
H14 2.05994 1.76442 1.82418
H15 1.15507 3.24675 2.22106
H16 1.99574 2.32996 3.51486
H17 -1.43858 2.72205 2.87900
H18 -0.74456 2.37177 1.25197
H19 -3.27671 1.64479 3.58361
H20 -4.87667 -0.29174 3.52896
H21 -4.45832 -2.18099 1.92434
H22 -2.53543 -2.08237 0.37253

=====

(3)
Formula: C7H14
Source: the OMol25 dataset
Level of theory: ωB97M-V with the def2-TZVPD basis set

Computed properties:
* SMILES: C=CCCCCC
* energy above the lowest of the compared OMol25 structures with the same formula, charge and spin: 1.0526 eV
* total energy: -7485.242 eV
* E_HOMO: -9.6 eV
* Kohn-Sham gap: 0.3955 Ha

CARTESIAN COORDINATES (ANGSTROEM)
C1 2.27541 -0.03984 1.93812
C2 1.05923 -0.36433 2.34356
C3 -0.22006 -0.17219 1.58062
C4 -0.20390 0.88886 0.48547
C5 0.32160 0.49081 -0.88972
C6 -0.44533 -0.65988 -1.56146
C7 -1.75370 -0.20359 -2.25986
H1 2.39741 0.48822 1.00109
H2 3.19049 -0.26863 2.47256
H3 0.91882 -0.87775 3.28749
H4 -1.01445 0.05249 2.28614
H5 -0.48987 -1.14565 1.16782
H6 0.31569 1.78570 0.81919
H7 -1.21736 1.26435 0.32011
H8 0.25839 1.34166 -1.57536
H9 1.37953 0.21681 -0.90033
H10 0.17065 -1.14220 -2.30599
H11 -0.70257 -1.40235 -0.80673
H12 -1.89475 0.88003 -2.21529
H13 -1.71539 -0.42650 -3.32311
H14 -2.62983 -0.70602 -1.86431

=====

(4)
Formula: C3H5NO2
Source: the OMol25 dataset
Level of theory: ωB97M-V with the def2-TZVPD basis set

Computed properties:
* energy above the lowest of the compared OMol25 structures with the same formula, charge and spin: 1.8974 eV
* total energy: -8775.797 eV
* E_HOMO: -10.4 eV
* Kohn-Sham gap: 0.4150 Ha

CARTESIAN COORDINATES (ANGSTROEM)
O1 -0.69190 0.10235 1.70338
C1 -0.69911 0.27940 0.31657
C2 0.39175 1.20327 -0.25196
O2 0.94291 0.09943 -1.02634
C3 0.02441 -0.77664 -0.50311
N1 -0.08662 -2.02099 -0.60529
H1 0.01416 -0.52170 1.91900
H2 -1.72538 0.49064 0.00508
H3 0.11741 2.03482 -0.90522
H4 1.06647 1.52218 0.54666
H5 0.64590 -2.41276 -1.19878

=====

Number 1: largest force on an atom 4.29 eV/Å. Number 2: largest force on an atom 5.61 eV/Å. Number 3: largest force on an atom 0.97 eV/Å. Number 4: largest force on an atom 0.50 eV/Å.